No. 1
77
Properties=species:S:1:pos:R:3 method="wB97M-V/def2-TZVPD" energy_ha=-2257.55329 e_lumo_ev="0.563 / -0.176" spin_multiplicity=3 gap_ha="0.233 / 0.234" e_homo_ev="-5.784 / -6.533"
Pd -0.778 0.212 -1.911
P 0.342 3.098 -0.578
P 0.476 -3.918 0.627
Si 1.180 1.254 2.625
Si -1.782 0.249 2.735
C 1.054 1.794 -1.816
C 0.764 -3.938 2.372
C -2.975 -0.759 1.716
C -1.130 1.499 -3.431
C 2.014 -0.315 3.250
C -0.432 1.018 1.697
C -1.202 -0.822 4.181
C -0.275 -2.396 0.090
C -0.615 -5.229 0.115
C 1.250 4.518 -1.228
C 2.453 2.289 1.713
C 0.775 2.235 4.204
C -1.927 0.585 -4.289
C 1.238 0.887 -4.290
C -1.397 3.443 -1.106
C -1.404 -0.908 -4.318
C 0.398 1.699 -3.289
C 2.082 -3.998 -0.197
C -2.672 1.675 3.606
C -0.745 -1.336 -3.035
C 0.657 -1.169 -2.835
C 1.658 -0.498 -3.748
H 2.329 -0.983 2.438
H 0.103 3.080 3.988
H -0.667 -1.727 3.865
H -0.870 -5.858 0.971
H -1.666 2.416 -3.192
H 0.706 0.828 -5.248
H 2.917 0.021 3.783
H 2.324 4.294 -1.159
H 0.962 5.363 -0.583
H 2.029 3.175 1.209
H 2.614 -0.351 -3.192
H 1.010 -2.933 2.727
H 0.382 -1.662 -0.416
H 1.870 -1.177 -4.595
H -2.089 1.024 -5.291
H -2.911 0.532 -3.785
H -3.772 -1.133 2.374
H -1.348 4.112 -1.978
H 3.159 2.660 2.474
H -1.238 -2.012 -2.313
H 2.148 1.461 -4.507
H 2.007 -4.511 -1.165
H 1.599 -4.587 2.662
H 0.945 4.698 -2.265
H 2.821 -4.531 0.412
H 3.013 1.692 0.982
H -2.235 -1.615 -4.442
H 1.740 2.624 4.561
H -2.119 -1.139 4.699
H 0.446 2.764 -3.581
H -0.663 -0.974 -5.117
H -3.182 2.316 2.873
H 0.957 0.854 -1.213
H -1.990 2.297 4.204
H -0.584 -0.289 4.915
H -0.807 1.875 1.111
H -3.434 -0.158 0.921
H -1.343 -2.431 -0.220
H 0.326 1.618 4.997
H -3.422 1.229 4.275
H 2.461 -2.984 -0.386
H -0.144 -4.253 2.910
H -1.997 3.839 -0.280
H 2.131 1.995 -1.939
H -1.524 -4.775 -0.293
H -2.476 -1.616 1.253
H -1.914 2.497 -1.344
H -0.149 -5.848 -0.656
H 1.121 -1.995 -2.275
H 1.418 -0.893 3.967

***

No. 2
20
Properties=species:S:1:pos:R:3 method="wB97M-V/def2-TZVPD" energy_ha=-402.49237 e_lumo_ev=0.405 smiles=NCCCO.O.O gap_ha=0.364 e_homo_ev=-9.493
O 1.932 -1.539 0.969
O -2.703 -2.837 1.071
O -0.663 -0.357 1.389
N 1.124 0.742 -2.494
C -0.388 0.960 -0.629
C 1.006 0.821 -1.016
C -0.599 1.039 0.826
H 0.662 1.568 -2.952
H 1.571 -0.602 1.188
H 1.617 1.620 -0.470
H -1.587 1.470 1.174
H -2.291 -3.218 0.322
H -0.048 1.711 1.433
H 1.111 -1.981 1.156
H 1.541 0.010 -0.574
H -0.372 -0.275 2.261
H -0.776 1.891 -1.208
H -2.289 -1.779 1.203
H 2.146 0.664 -2.619
H -0.991 0.093 -1.028